Below is a structure of composition C19H20As2NO9RhS at a distorted geometry, with properties calculated with ωB97M-V with the def2-TZVPD basis set.

Last column: natural (NBO) charge in e.
Cartesian coordinates (Å):
Rh 0.32230 0.23568 0.68570  1.3856
O 3.61738 -0.06897 2.84881  -0.5865
C 2.49532 0.15131 2.45907  0.7571
O 2.15835 0.61196 1.29848  -0.6829
C 1.28680 -0.00927 3.35406  0.1501
C 1.42952 -0.14551 4.74237  -0.2283
C 0.30832 -0.17060 5.50780  -0.1012
C -0.96094 -0.07767 4.89407  -0.1158
C -2.15018 -0.09109 5.65837  -0.1696
C -3.36623 -0.00458 5.04822  -0.2036
C -3.43680 0.09607 3.64452  -0.2026
C -2.30702 0.11259 2.87432  -0.1749
C -1.04042 0.02965 3.48665  0.2292
N 0.12110 0.06000 2.73823  -0.4002
H 2.43227 -0.20990 5.13909  0.2589
H 0.36728 -0.25065 6.58654  0.2240
H -2.07202 -0.17059 6.73550  0.2172
H -4.27460 -0.01080 5.63573  0.2214
H -4.40569 0.16021 3.16598  0.2168
H -2.36662 0.18487 1.79977  0.2540
O 1.47849 1.76094 -2.96802  -1.0362
As 2.00956 2.05438 -1.29900  2.4339
O 2.68697 3.53193 -1.32014  -1.1410
O 0.58389 1.98907 -0.31005  -1.0702
C 3.33165 0.64524 -1.03543  -0.3908
C 4.61018 1.15195 -0.85837  -0.1931
C 5.68454 0.29487 -0.66166  -0.1764
C 5.49700 -1.07518 -0.65543  -0.2003
C 4.22673 -1.59928 -0.83738  -0.1912
C 3.15358 -0.74310 -1.02527  -0.2629
S 1.56412 -1.50543 -1.06468  2.3933
O 0.66682 -0.40093 -1.49410  -0.9873
O 1.60044 -2.65376 -1.91482  -0.9231
O 1.14456 -1.80912 0.34016  -0.9554
H 1.77726 2.55911 -3.42712  0.5002
H 4.74550 2.22627 -0.87146  0.2568
H 6.67382 0.70497 -0.50646  0.2196
H 6.33567 -1.74069 -0.50033  0.2192
H 4.06224 -2.66894 -0.83691  0.2348
C -1.83420 -1.82551 -2.41918  -0.9944
As -2.12240 -0.16091 -1.52460  2.0076
C -1.64226 1.34919 -2.57677  -1.0050
C -4.02158 -0.04466 -1.27050  -0.9982
O -1.56232 -0.17007 0.07547  -1.1228
H -2.49997 -1.85879 -3.28096  0.2397
H -2.09846 -2.61340 -1.71552  0.2557
H -0.79762 -1.93905 -2.72542  0.2833
H -2.33350 1.38142 -3.41950  0.2374
H -0.61150 1.28354 -2.91135  0.3070
H -1.75860 2.22830 -1.94549  0.2687
H -4.54672 -0.09224 -2.22339  0.2419
H -4.24332 0.89899 -0.77500  0.2504
H -4.34039 -0.86694 -0.63219  0.2495

Forces on atoms 1 to 6 (eV/Å):
Rh 1.0 -0.9 -1.3
O -0.1 0.0 0.1
C 0.0 0.1 0.0
O 0.4 0.0 0.0
C 0.0 -0.1 -0.2
C 0.1 -0.1 -0.1

Output
HOMO energy (spin up / spin down) (eV): -9.197 / -9.095
M (u): 691.18
LUMO level (spin up / spin down) (eV): -1.398 / -1.209
Total charge: 0
ΔE to the lowest compared entry with this formula, charge and spin (kcal per mole): 45.8
Frontier orbital gap (spin up / spin down) (eV): 7.80 / 7.89



Below is a structure of composition C33H53AsMoN2O4S6SeSi, with properties calculated with ωB97M-V with the def2-TZVPD basis set.

Last column: Löwdin charge in e.
Cartesian coordinates (Å):
Mo 0.01745 -0.14971 -0.19856  0.5639
S -0.73260 0.13604 1.97459  0.6084
C 0.58191 -0.10886 3.09882  -0.6803
C 0.34422 0.05816 4.46334  -0.1294
C 1.36700 -0.14597 5.36990  -0.0859
C 2.63388 -0.50477 4.91425  -0.0820
C 2.87443 -0.65760 3.56196  -0.1076
C 1.84487 -0.46754 2.63829  -0.6860
S 2.11882 -0.71676 0.93398  0.5281
H -0.64463 0.34572 4.79926  0.1056
H 1.18398 -0.02122 6.42880  0.1023
H 3.43759 -0.66094 5.62204  0.1033
H 3.85841 -0.93255 3.20406  0.1047
S -0.26047 -1.64382 -4.51655  0.1003
As 0.16502 0.12052 -3.62286  -0.1991
S 1.62763 0.05607 -2.00715  0.0385
S -1.60023 0.98879 -0.94495  0.2162
S -0.52793 1.96266 -4.14537  0.0461
C 4.48275 5.01430 -4.00057  -0.1100
C 3.94546 3.67555 -3.50348  -0.2511
C 2.49237 3.72494 -3.04372  -0.2189
C 2.30270 4.61917 -1.83132  -0.1581
N 0.92996 4.61406 -1.33925  -0.0074
C 0.44373 3.81069 -0.36734  -0.6268
Se 1.40099 2.44857 0.45717  0.6708
N -0.84204 4.16129 -0.14321  -0.0213
C -1.68474 3.69051 0.95083  -0.1963
C -1.79835 4.72741 2.06665  -0.1744
C -0.50507 4.93177 2.85440  -0.2508
C -0.15823 3.74977 3.75248  -0.1093
C -1.20086 5.17684 -1.01930  -0.1428
C -2.39719 5.85165 -1.21032  -0.0009
C -2.41926 6.82251 -2.19755  -0.0778
C -1.28476 7.10920 -2.96537  -0.0781
C -0.09195 6.43391 -2.77111  0.0027
C -0.07301 5.46266 -1.78133  -0.1419
H 5.48913 4.90932 -4.40612  0.0697
H 4.53375 5.75647 -3.20160  0.0647
H 3.84651 5.41788 -4.79216  0.0750
H 4.57054 3.30342 -2.68613  0.1129
H 4.02377 2.93678 -4.30440  0.1088
H 2.15117 2.72477 -2.77520  0.0340
H 1.84700 4.07053 -3.85760  0.0997
H 2.54867 5.65966 -2.04959  0.1212
H 2.93760 4.28892 -1.00930  0.0971
H -1.24519 2.76438 1.31822  0.0190
H -2.66320 3.45306 0.53025  0.1121
H -2.58777 4.39127 2.74596  0.1197
H -2.13658 5.67613 1.64206  0.1039
H -0.60753 5.83521 3.46003  0.1064
H 0.32109 5.12123 2.16148  0.0971
H -0.96162 3.56111 4.46956  0.0783
H 0.75662 3.93875 4.31505  0.0785
H 0.00598 2.84105 3.17252  0.0148
H -3.27608 5.62921 -0.62077  0.1151
H -3.33411 7.36905 -2.38192  0.1043
H -1.34414 7.87034 -3.73133  0.1044
H 0.78057 6.64701 -3.37403  0.1139
C -2.96781 -4.54305 -3.03903  -0.0223
C -2.89596 -3.98064 -1.62782  -0.6217
C -3.81229 -4.74847 -0.68440  -0.0243
C -3.24454 -2.49718 -1.62569  -0.0395
O -1.53493 -4.19010 -1.20030  -0.0853
Si -0.64935 -3.42691 -0.07841  0.0456
O -0.45499 -1.85262 -0.59170  -0.4937
O -1.37628 -3.26838 1.35634  -0.0984
C -1.27385 -4.02338 2.58097  -0.6199
C -1.46927 -5.50451 2.27979  -0.0157
C -2.38820 -3.49316 3.46842  -0.0205
C 0.08598 -3.76892 3.21704  -0.0049
O 0.77456 -4.16327 0.09370  -0.0936
C 1.67331 -4.73801 -0.87931  -0.6215
C 3.04723 -4.70715 -0.22797  -0.0232
C 1.21736 -6.16675 -1.14136  -0.0211
C 1.66639 -3.91746 -2.15963  -0.0434
H -3.97895 -4.44853 -3.43784  0.0903
H -2.68799 -5.59726 -3.03804  0.0893
H -2.28239 -3.99989 -3.69123  0.0654
H -4.84964 -4.67246 -1.01478  0.0907
H -3.73984 -4.34173 0.32535  0.0725
H -3.52942 -5.80203 -0.66173  0.0918
H -4.26449 -2.36071 -1.98898  0.0966
H -2.56805 -1.94058 -2.27562  0.0571
H -3.18599 -2.08003 -0.61714  0.0801
H -2.43276 -5.67314 1.79713  0.0777
H -1.43935 -6.08380 3.20433  0.0925
H -0.67722 -5.86787 1.62258  0.0801
H -3.35907 -3.65752 2.99838  0.0853
H -2.25549 -2.42158 3.62677  0.0777
H -2.37772 -3.99665 4.43638  0.0905
H 0.88599 -4.10179 2.55639  0.0830
H 0.16137 -4.30789 4.16358  0.0954
H 0.21695 -2.70483 3.41612  0.0712
H 3.03743 -5.28332 0.69880  0.0879
H 3.32356 -3.67764 0.00425  0.0740
H 3.79640 -5.13320 -0.89705  0.0896
H 1.20887 -6.73611 -0.21045  0.0866
H 1.89285 -6.65977 -1.84207  0.0898
H 0.21195 -6.16686 -1.56576  0.0814
H 1.95646 -2.88459 -1.96089  0.0501
H 0.67805 -3.91858 -2.61977  0.0539
H 2.37306 -4.34031 -2.87578  0.0978

Forces on atoms 1 to 6 (eV/Å):
Mo 0.0 0.3 0.1
S -0.1 0.0 0.0
C 0.0 0.0 0.0
C 0.0 0.0 0.0
C 0.0 0.0 0.0
C 0.0 0.0 0.0

Output
HOMO energy (eV): -7.555
M (u): 1012.11
LUMO level (eV): -1.876
Total charge: 0
ΔE to the lowest compared entry with this formula, charge and spin (kcal per mole): 0.0
Frontier orbital gap (eV): 5.68



Below is a structure of composition C38H31Cl2N7O3Ti at a distorted geometry, with properties calculated with ωB97M-V with the def2-TZVPD basis set.

Last column: Löwdin spin population.
Cartesian coordinates (Å):
Ti -0.23625 -1.35224 -0.37038  0.9243
Cl 0.01012 -8.20994 -0.04659  0.0002
C 0.09739 -6.59597 -0.65420  0.0001
C -0.21050 -5.54813 0.21046  -0.0012
C -0.12698 -4.25232 -0.25211  0.0012
N -0.48822 -3.10249 0.48261  -0.0095
C -1.53281 -3.10868 1.37050  0.0074
O -1.69745 -3.79348 2.34971  0.0137
C -2.64328 -2.16250 0.88564  0.0030
C -3.87599 -2.08621 1.49610  0.0071
C -4.90417 -1.44030 0.81865  0.0000
C -4.66858 -0.90627 -0.43809  0.0069
C -3.38757 -0.99471 -0.96467  0.0034
N -2.40312 -1.60495 -0.31252  0.0142
C 0.19864 -3.97794 -1.59413  0.0005
C 0.51542 -5.02429 -2.44163  0.0003
C 0.46969 -6.33319 -1.96203  -0.0011
Cl 0.86663 -7.61281 -3.05237  -0.0003
N 0.19060 -2.59096 -1.90675  -0.0074
C 0.50095 -2.12136 -3.14767  -0.0003
O 0.62612 -2.74947 -4.17839  -0.0017
C 0.79676 -0.63128 -3.15203  0.0062
C 1.22510 -0.02350 -4.31708  -0.0009
C 1.64573 1.29512 -4.25672  0.0047
C 1.63242 1.95168 -3.03438  -0.0005
C 1.16173 1.27806 -1.92304  0.0043
N 0.73788 0.01071 -1.97531  0.0059
H -0.48592 -5.75155 1.23539  0.0000
H -4.01885 -2.56419 2.45537  0.0005
H -5.89091 -1.37880 1.25838  -0.0001
H -5.45410 -0.43131 -1.00788  0.0003
H -3.14008 -0.57500 -1.93266  0.0010
H 0.76463 -4.84921 -3.47495  0.0000
H 1.24272 -0.60837 -5.22561  -0.0001
H 1.99566 1.79880 -5.14801  0.0003
H 1.97953 2.97063 -2.93733  -0.0001
H 1.12097 1.76300 -0.95401  0.0001
C 3.42508 -2.06502 -1.41671  0.0002
C 2.82385 -2.17668 -0.04525  0.0013
C 2.77296 -3.41302 0.59704  -0.0002
C 2.31824 -3.53338 1.90062  -0.0009
C 1.88135 -2.41716 2.60116  -0.0004
C 1.90007 -1.18192 1.97188  0.0003
C 2.36514 -1.05807 0.66004  0.0029
H 3.22598 -1.09298 -1.86793  0.0001
H 3.04070 -2.84435 -2.07714  0.0000
H 4.50868 -2.18514 -1.36949  0.0000
H 3.10942 -4.29606 0.06599  0.0000
H 2.30278 -4.50837 2.36999  0.0000
H 1.52092 -2.51206 3.61646  0.0000
H 1.60413 -0.29213 2.51530  0.0000
H 2.47548 -0.06848 0.22715  0.0003
C 3.31234 4.44040 2.27883  0.0000
C 1.89820 4.76843 1.89160  0.0000
C 0.98323 5.26012 2.81373  0.0000
C -0.32736 5.54141 2.45268  0.0000
C -0.74717 5.35276 1.14458  0.0000
N -2.09642 5.64319 0.80611  0.0000
C -2.87829 5.01119 -0.12851  0.0000
O -3.79972 5.55047 -0.69357  0.0000
N -2.54035 3.68431 -0.42744  0.0003
C -2.04171 2.70813 0.43047  0.0007
C -2.13413 2.76948 1.81945  0.0001
C -1.59837 1.74152 2.57334  0.0008
C -0.98403 0.68106 1.93441  0.0014
N -0.87939 0.61760 0.60084  0.0049
C -1.41068 1.60410 -0.12536  0.0035
C 0.16582 4.89830 0.19651  0.0000
C 1.46260 4.59978 0.57744  0.0000
H 3.54539 4.80087 3.27936  0.0000
H 4.02602 4.88802 1.58670  0.0000
H 3.48226 3.36150 2.27024  0.0000
H 1.29491 5.42496 3.83787  0.0000
H -1.02648 5.90866 3.19454  0.0000
H -2.47516 6.53565 1.08481  0.0000
H -2.97314 3.37679 -1.28497  0.0000
H -2.62939 3.60276 2.29704  0.0000
H -1.66363 1.75218 3.65172  0.0000
H -0.56950 -0.14478 2.50005  0.0003
H -1.31802 1.51919 -1.20244  0.0017
H -0.13542 4.79845 -0.83775  0.0000
H 2.16888 4.26179 -0.17370  0.0000

Forces on atoms 1 to 6 (eV/Å):
Ti 0.9 0.4 -0.3
Cl 0.0 0.0 0.0
C 0.0 0.0 0.2
C 0.2 -0.1 0.0
C -0.3 0.1 0.1
N -0.2 0.0 -0.1

Output
HOMO energy (spin up / spin down) (eV): -10.127 / -10.137
<S²>: 0.76
M (u): 752.49
LUMO level (spin up / spin down) (eV): -3.635 / -3.526
Spin multiplicity: 2
Total charge: +1
ΔE to the lowest compared entry with this formula, charge and spin (kcal per mole): 0.0
Frontier orbital gap (spin up / spin down) (eV): 6.49 / 6.61